Density functional theory data (wB97M-V/def2-TZVPD) for a structure of composition C25H39OW at a distorted geometry.

Each line ends with the Mulliken spin population.
Geometry (Å):
W -0.2475 0.3059 -0.3747  1.648
O 1.3049 -1.5958 1.8565  0.038
C 2.2452 -2.5955 1.4248  0.013
C 1.5972 1.5914 -2.3727  0.079
C 2.6609 -0.7185 -2.3594  0.015
C -0.0020 -3.8398 -2.2281  -0.003
C -0.2376 -1.4826 -1.7506  0.195
C 0.7492 -1.8310 4.2206  0.001
C -1.3348 2.0253 0.2917  -0.039
C -1.4254 0.9902 1.2882  0.119
C -3.2459 -0.6648 -1.5350  0.011
C -1.9037 1.5217 -0.9311  0.043
C -0.3823 -3.6142 -3.5587  0.002
C -0.0296 -2.7861 -1.3004  0.007
C -2.0215 2.2706 -2.2123  -0.082
C -0.6584 -2.3125 -3.9888  0.005
C -2.4677 -1.3893 1.4011  -0.053
C -2.3754 0.1847 -0.6740  0.061
C 2.1276 0.4559 -0.1752  0.018
C -0.9146 3.4296 0.5627  -0.034
C 1.4775 -1.0205 3.1711  0.005
C -2.0228 -0.1693 0.6765  0.101
C -1.3377 1.1956 2.7586  -0.041
C -0.5090 -1.2418 -3.1102  0.019
C 1.9682 0.3742 -1.5857  -0.051
C 3.6182 -2.5392 2.0495  0.000
C 1.4128 1.4866 0.5314  -0.070
H -0.3074 3.4941 1.4726  -0.001
H 0.3010 -4.8405 -1.9141  0.001
H -1.7873 4.0753 0.7136  0.004
H -0.6110 -0.2110 -3.4735  -0.019
H 4.2348 -3.3325 1.6170  0.000
H 0.0994 -2.9625 -0.2273  0.028
H -0.4505 -4.4440 -4.2634  0.001
H 3.5656 -2.7083 3.1282  0.000
H 1.0875 2.3625 -1.7777  -0.010
H 2.8624 -1.6013 -1.7382  0.000
H 0.8850 -1.3560 5.1971  0.000
H 0.9392 1.3779 -3.2303  -0.013
H -0.3211 -1.9148 4.0036  0.000
H -0.5571 1.9102 3.0399  0.005
H -3.4771 -1.2602 1.8185  0.005
H 2.5509 -0.8982 3.3828  -0.002
H 2.8111 -0.2098 0.3553  0.002
H 1.1650 -2.8456 4.2863  0.000
H 2.3381 -2.4696 0.3367  -0.004
H -3.0318 -1.7284 -1.3830  0.002
H 1.2721 1.4166 1.6173  -0.020
H 4.1001 -1.5811 1.8349  0.000
H 2.0714 -1.0555 -3.2220  -0.001
H -0.9818 -2.1198 -5.0194  0.000
H -0.3423 3.8528 -0.2670  0.000
H -4.3105 -0.5159 -1.3018  0.002
H -1.9284 1.6018 -3.0753  -0.009
H -2.4949 -2.2647 0.7489  -0.005
H 1.0655 -0.0084 3.1256  0.004
H -3.1122 -0.4446 -2.5959  0.002
H -1.1406 0.2666 3.2990  0.000
H -1.7850 -1.6392 2.2232  -0.010
H -2.9974 2.7611 -2.2927  0.004
H 3.6227 -0.3483 -2.7531  -0.002
H -1.2650 3.0643 -2.2795  -0.001
H 1.5243 2.5058 0.1608  0.018
H 1.7712 -3.5760 1.5722  -0.002
H -2.2913 1.5944 3.1328  0.003
H 2.5038 2.0572 -2.8002  0.008

## Properties
energy: -30422.1189 eV
multiplicity: 3
⟨S²⟩: 2.01
net charge: +1
E_LUMO (alpha / beta): -0.1269 / -0.1425 Eh
energy relative to the best compared isomer or geometry (same formula, charge and spin): 0.00 kcal/mol